A cluster of 2 separate species, C4H10NO2 in total at a distorted geometry. Source: OMol25; level of theory: wB97M-V/def2-TZVPD.

Element x y z (Å)
C: -2.293 0.395 0.496
N: -1.115 1.295 0.542
C: -0.505 1.472 -0.804
H: -3.135 0.876 -0.018
H: -2.138 -0.630 0.077
H: -2.620 0.279 1.545
H: -0.483 0.857 1.221
H: -0.156 0.484 -1.294
H: 0.346 2.156 -0.718
H: -1.236 1.947 -1.475
O: 1.099 -0.359 1.442
C: 1.127 -1.117 0.419
O: 0.124 -1.727 -0.077
C: 2.490 -1.438 -0.212
H: 2.726 -2.503 -0.226
H: 2.512 -1.067 -1.257
H: 3.257 -0.920 0.339

Values from the calculation:
Maximum force in eV Å⁻¹: 2.09
Energy relative to the best compared isomer or geometry (same formula, charge and spin) in kcal per mole: 22.4
E in hartree: -363.68872
Frontier orbital gap in eV: 8.42
Total charge: -1

Atom charges from the Mulliken analysis, given in e for atoms 1 to 6:
1. C -0.803
2. N -0.491
3. C -0.752
4. H 0.296
5. H 0.242
6. H 0.295

***

The ion C4H10NO2 with charge -1 at a distorted geometry. Source: OMol25; level of theory: wB97M-V/def2-TZVPD.

Element x y z (Å)
C: -1.437 0.459 0.127
C: -0.040 0.605 -0.498
C: 1.051 1.368 0.293
O: 0.625 2.715 0.600
N: 0.485 -0.778 -0.705
C: 0.169 -1.930 0.294
O: -0.760 -2.740 -0.191
H: -1.448 1.316 0.861
H: -1.699 -0.465 0.636
H: -2.141 0.705 -0.698
H: -0.088 1.196 -1.434
H: 1.238 0.887 1.240
H: 1.904 1.313 -0.392
H: 0.302 2.983 -0.268
H: -0.072 -1.219 -1.459
H: 1.219 -2.397 0.120
H: 0.223 -1.447 1.298

Values from the calculation:
Maximum force in eV Å⁻¹: 3.50
Energy relative to the best compared isomer or geometry (same formula, charge and spin) in kcal per mole: 85.7
E in hartree: -363.58791
Frontier orbital gap in eV: 6.24
Total charge: -1

Atom charges from the Mulliken analysis, given in e for atoms 1 to 6:
1. C -0.968
2. C 0.131
3. C -0.741
4. O -0.505
5. N -0.534
6. C -0.534

***

The ion C4H10NO2 with charge -1 at a distorted geometry. Source: OMol25; level of theory: wB97M-V/def2-TZVPD.

Element x y z (Å)
C: -1.444 0.433 -1.251
N: -0.323 -0.513 -1.302
C: 0.645 -0.408 -0.214
C: 1.097 0.983 0.142
O: 2.240 0.957 0.999
C: -0.258 -0.994 1.231
O: -1.283 -1.685 0.765
H: -2.290 -0.208 -0.921
H: -1.270 1.225 -0.509
H: -1.581 0.923 -2.245
H: -0.711 -1.443 -1.204
H: 1.409 -1.140 -0.518
H: 1.300 1.596 -0.750
H: 0.451 1.701 0.654
H: 2.200 0.146 1.509
H: 0.372 -1.577 1.931
H: -0.555 0.002 1.680

Values from the calculation:
Maximum force in eV Å⁻¹: 3.01
Energy relative to the best compared isomer or geometry (same formula, charge and spin) in kcal per mole: 90.7
E in hartree: -363.57986
Frontier orbital gap in eV: 6.44
Total charge: -1

Atom charges from the Mulliken analysis, given in e for atoms 1 to 6:
1. C -0.663
2. N -0.573
3. C -0.230
4. C -0.509
5. O -0.584
6. C -0.272

***

The ion C4H10NO2 with charge -1 at a distorted geometry. Source: OMol25; level of theory: wB97M-V/def2-TZVPD.

Element x y z (Å)
C: 0.943 -0.741 1.721
O: 2.178 -1.200 1.356
C: 0.593 0.315 0.604
C: -0.996 0.115 0.096
C: -1.371 1.005 -1.043
O: -2.470 0.436 -1.813
N: 1.320 0.168 -0.657
H: 0.155 -1.611 1.680
H: 1.137 -0.148 2.645
H: 0.868 1.295 1.060
H: -1.105 -0.933 -0.259
H: -1.704 0.151 1.053
H: -1.736 1.912 -0.688
H: -0.554 1.100 -1.803
H: -2.245 -0.539 -1.994
H: 0.964 -0.490 -1.320
H: 2.301 0.029 -0.391

Values from the calculation:
Maximum force in eV Å⁻¹: 3.32
Energy relative to the best compared isomer or geometry (same formula, charge and spin) in kcal per mole: 95.0
E in hartree: -363.57307
Frontier orbital gap in eV: 5.97
Total charge: -1

Atom charges from the Mulliken analysis, given in e for atoms 1 to 6:
1. C -0.419
2. O -0.931
3. C 0.195
4. C -0.936
5. C -0.279
6. O -0.572

***

A structure of composition C4H10NO2 at a distorted geometry. Source: OMol25; level of theory: wB97M-V/def2-TZVPD.

Element x y z (Å)
C: 0.566 -0.562 0.952
C: 0.193 -0.758 -0.493
C: 0.606 -2.133 -1.029
O: 0.722 0.266 -1.265
N: -0.149 0.546 1.558
C: -1.175 1.251 0.701
O: -0.669 1.694 -0.469
H: 1.645 -0.305 0.919
H: 0.458 -1.436 1.565
H: -0.907 -0.734 -0.541
H: 0.650 -2.099 -2.058
H: 1.597 -2.408 -0.668
H: -0.082 -2.907 -0.754
H: 0.144 1.031 -0.924
H: -0.448 0.302 2.443
H: -1.526 2.095 1.350
H: -2.068 0.558 0.610

Values from the calculation:
Maximum force in eV Å⁻¹: 5.40
Energy relative to the best compared isomer or geometry (same formula, charge and spin) in kcal per mole: 75.5
E in hartree: -363.60410
Frontier orbital gap in eV: 7.49
Total charge: -1

Atom charges from the Mulliken analysis, given in e for atoms 1 to 6:
1. C -0.563
2. C 0.529
3. C -1.647
4. O -0.784
5. N -0.352
6. C -0.390

***

A structure of composition C4H10NO2 at a distorted geometry. Source: OMol25; level of theory: wB97M-V/def2-TZVPD.

Element x y z (Å)
C: -1.722 0.844 -0.761
O: 3.070 1.248 -0.231
C: -1.934 -0.268 0.072
C: -0.280 -0.152 0.450
C: 0.742 -0.711 -0.543
O: 1.932 -0.856 0.126
N: -2.845 -0.407 1.080
H: -1.063 0.781 -1.608
H: -2.492 1.617 -0.832
H: -1.984 -1.259 -0.387
H: -0.306 -0.887 1.257
H: 0.106 0.721 0.971
H: 0.881 -0.023 -1.387
H: 0.378 -1.693 -0.883
H: 2.496 0.121 -0.076
H: -3.336 0.479 1.219
H: 3.979 1.229 -0.537

Values from the calculation:
Maximum force in eV Å⁻¹: 2.72
Energy relative to the best compared isomer or geometry (same formula, charge and spin) in kcal per mole: 156.4
E in hartree: -363.47518
Frontier orbital gap in eV: 6.68
Total charge: -1

Atom charges from the Mulliken analysis, given in e for atoms 1 to 6:
1. C -0.817
2. O -0.947
3. C 0.405
4. C -0.541
5. C -0.522
6. O -0.663